Entry 1:
This record from the OMol25 dataset describes a single C23H28N4O4S molecule in a non-equilibrium geometry. The level of theory is ωB97M-V/def2-TZVPD.

Positions of all 60 atoms, in Å:
C (0.17, -4.21, -1.04)
C (-0.20, -3.15, -0.01)
C (0.68, -1.91, -0.14)
C (-1.62, -2.74, -0.14)
N (-2.34, -2.91, -1.21)
O (-3.57, -2.35, -0.92)
C (-3.47, -1.89, 0.34)
N (-4.53, -1.34, 0.95)
C (-4.24, -0.53, 2.12)
C (-3.78, 0.86, 1.67)
C (-4.83, 1.52, 0.77)
C (-4.35, 2.88, 0.22)
O (-3.49, 2.75, -0.89)
C (-2.18, 2.42, -0.74)
C (-1.56, 1.81, -1.83)
C (-0.23, 1.46, -1.74)
C (0.47, 1.72, -0.56)
C (1.87, 1.33, -0.36)
C (2.35, 1.18, 0.94)
C (3.65, 0.78, 1.17)
C (4.48, 0.53, 0.09)
S (6.14, -0.07, 0.38)
C (5.91, -1.87, 0.45)
O (6.59, 0.37, 1.67)
O (6.96, 0.24, -0.76)
C (4.04, 0.69, -1.20)
C (2.73, 1.10, -1.43)
N (-0.13, 2.31, 0.47)
C (-1.40, 2.66, 0.39)
C (-5.21, 0.59, -0.38)
C (-5.60, -0.80, 0.13)
N (-2.29, -2.10, 0.86)
H (0.01, -3.81, -2.04)
H (1.22, -4.49, -0.94)
H (-0.45, -5.09, -0.92)
H (-0.08, -3.56, 1.00)
H (1.73, -2.16, 0.03)
H (0.39, -1.16, 0.59)
H (0.58, -1.48, -1.13)
H (-3.47, -1.03, 2.69)
H (-5.16, -0.46, 2.71)
H (-3.58, 1.48, 2.54)
H (-2.84, 0.73, 1.12)
H (-5.72, 1.72, 1.38)
H (-3.90, 3.48, 1.02)
H (-5.21, 3.42, -0.18)
H (-2.14, 1.62, -2.72)
H (0.24, 0.96, -2.57)
H (1.68, 1.38, 1.76)
H (4.04, 0.66, 2.17)
H (5.24, -2.09, 1.26)
H (5.51, -2.19, -0.50)
H (6.88, -2.32, 0.62)
H (4.73, 0.52, -2.02)
H (2.40, 1.25, -2.45)
H (-1.79, 3.14, 1.28)
H (-6.04, 1.02, -0.95)
H (-4.37, 0.49, -1.06)
H (-5.78, -1.48, -0.70)
H (-6.49, -0.75, 0.75)

Results
* HOMO-LUMO gap: 8.68 eV
* ΔE to the lowest compared entry with this formula, charge and spin: 369.45 kJ/mol
* E_LUMO: 0.0395 eV
* max |F|: 1.35 eV/A
* total charge: 0
* SMILES: CC(C)c1noc(N2CCC(COc3ccc(-c4ccc(S(C)(=O)=O)cc4)nc3)CC2)n1
* multiplicity: 1

Entry 2:
This record from the OMol25 dataset describes a molecular structure, C23H28N5ORhS2. The level of theory is ωB97M-V/def2-TZVPD.

Positions of all 60 atoms, in Å:
Rh (1.35, -0.23, -0.83)
C (-4.90, -2.48, 2.11)
C (-3.62, -2.39, 1.27)
C (-4.02, -2.40, -0.22)
C (-2.75, -3.62, 1.58)
C (-2.82, -1.13, 1.56)
C (-3.23, -0.18, 2.51)
C (-2.51, 0.97, 2.79)
C (-1.34, 1.18, 2.09)
S (-0.21, 2.51, 2.19)
C (0.76, 1.79, 1.00)
N (0.29, 0.64, 0.55)
C (-0.91, 0.25, 1.14)
C (-1.64, -0.90, 0.87)
C (1.99, 2.24, 0.38)
C (2.67, 3.43, 0.63)
C (3.83, 3.70, -0.08)
C (4.29, 2.81, -1.04)
C (3.61, 1.62, -1.31)
C (2.47, 1.35, -0.59)
H (-5.43, -3.39, 1.86)
H (-5.57, -1.64, 1.91)
H (-4.68, -2.51, 3.18)
H (-4.60, -3.30, -0.44)
H (-3.15, -2.40, -0.87)
H (-4.63, -1.53, -0.46)
H (-3.32, -4.53, 1.38)
H (-2.45, -3.63, 2.62)
H (-1.85, -3.65, 0.96)
H (-4.15, -0.34, 3.06)
H (-2.86, 1.68, 3.53)
H (-1.28, -1.61, 0.14)
H (2.31, 4.12, 1.38)
H (4.37, 4.62, 0.10)
H (5.19, 3.04, -1.60)
H (3.99, 0.93, -2.06)
O (0.30, 0.58, -2.34)
S (-0.37, 1.99, -2.31)
C (0.49, 2.91, -3.61)
C (-0.18, 2.51, -4.92)
C (-1.68, 2.51, -4.62)
C (-1.86, 1.72, -3.32)
H (1.54, 2.67, -3.51)
H (0.33, 3.96, -3.37)
H (0.15, 1.52, -5.23)
H (0.08, 3.21, -5.71)
H (-2.27, 2.07, -5.41)
H (-2.03, 3.54, -4.48)
H (-1.85, 0.64, -3.49)
H (-2.73, 1.99, -2.73)
N (5.49, -2.04, 2.20)
C (4.53, -2.90, 2.58)
N (4.82, -3.86, 3.45)
N (3.28, -2.86, 2.12)
C (2.86, -2.00, 1.27)
N (2.38, -1.28, 0.50)
H (6.43, -2.11, 2.56)
H (5.29, -1.32, 1.53)
H (5.73, -3.98, 3.85)
H (4.09, -4.50, 3.72)

Results
* HOMO-LUMO gap: 7.32 eV
* E_LUMO: -6.5771 eV
* max |F|: 0.11 eV/A
* total charge: +2
* multiplicity: 1

Entry 3:
This record from the OMol25 dataset describes a molecular structure, C23H28N7O8P2RuS in a non-equilibrium geometry. The level of theory is ωB97M-V/def2-TZVPD.

Positions of all 70 atoms, in Å:
Ru (1.13, -0.23, 0.63)
N (2.36, -3.24, -1.47)
C (2.14, -3.92, -2.61)
C (1.27, -4.90, -2.33)
N (0.94, -4.88, -0.99)
C (1.66, -3.87, -0.57)
C (1.77, -3.53, 0.84)
N (2.06, -2.36, 1.39)
C (2.06, -2.47, 2.77)
C (1.75, -3.72, 3.08)
N (1.60, -4.38, 1.91)
H (3.04, -2.50, -1.41)
H (2.55, -3.67, -3.58)
H (0.77, -5.64, -2.95)
H (2.22, -1.58, 3.40)
H (1.72, -4.29, 3.99)
H (1.35, -5.41, 1.79)
C (-3.34, 1.18, -3.60)
C (-3.70, 0.66, -2.22)
N (-2.77, -0.37, -1.77)
C (-3.36, -1.75, -1.63)
C (-4.30, -1.90, -0.40)
C (-1.58, 0.06, -1.31)
S (-0.50, -1.23, -0.72)
N (-1.33, 1.32, -1.41)
C (-0.61, 2.03, -0.59)
O (-0.15, 1.57, 0.47)
C (-0.41, 3.42, -1.07)
C (-1.35, 4.22, -1.79)
C (-0.96, 5.48, -2.21)
C (0.27, 5.97, -1.84)
C (1.22, 5.18, -1.21)
C (0.82, 3.96, -0.74)
H (-4.09, 1.88, -4.01)
H (-3.23, 0.40, -4.28)
H (-2.44, 1.71, -3.54)
H (-4.62, 0.16, -2.17)
H (-3.78, 1.44, -1.46)
H (-2.53, -2.44, -1.66)
H (-3.97, -1.96, -2.52)
H (-3.81, -1.53, 0.58)
H (-4.51, -2.97, -0.28)
H (-5.18, -1.27, -0.53)
H (-2.31, 3.73, -1.99)
H (-1.73, 6.11, -2.65)
H (0.50, 7.00, -2.09)
H (2.26, 5.43, -1.01)
H (1.50, 3.39, -0.24)
O (4.22, 1.77, -1.96)
P (3.66, 0.90, -0.81)
O (4.26, -0.50, -0.93)
O (2.16, 0.94, -0.90)
O (4.06, 1.61, 0.57)
P (3.92, 0.93, 2.10)
O (4.76, -0.41, 1.95)
O (4.52, 1.71, 3.16)
O (2.39, 0.61, 2.11)
H (5.18, 1.82, -1.99)
H (4.79, -0.82, 1.04)
C (-2.10, 0.25, 4.69)
C (-1.83, -1.03, 4.13)
C (-0.90, -1.16, 3.12)
N (-0.21, -0.09, 2.68)
C (-0.43, 1.15, 3.20)
C (-1.38, 1.35, 4.18)
H (-2.85, 0.36, 5.50)
H (-2.37, -1.93, 4.42)
H (-0.83, -2.06, 2.53)
H (0.14, 1.96, 2.68)
H (-1.58, 2.38, 4.53)

Results
* HOMO-LUMO gap (alpha / beta): 8.09 / 7.23 eV
* ΔE to the lowest compared entry with this formula, charge and spin: 115.59 kJ/mol
* E_LUMO (alpha / beta): 0.1775 / -1.5117 eV
* max |F|: 4.12 eV/A
* total charge: 0
* multiplicity: 6

Entry 4:
This record from the OMol25 dataset describes a molecular structure, C23H29BN4O4OsS in a non-equilibrium geometry. The level of theory is ωB97M-V/def2-TZVPD.

Positions of all 63 atoms, in Å:
Os (-0.25, -0.07, 0.10)
C (-1.68, -2.72, 3.46)
C (-1.97, -2.70, 1.96)
C (-2.59, -4.02, 1.50)
C (-0.74, -2.38, 1.13)
C (0.49, -1.99, 1.70)
C (1.62, -1.76, 0.91)
C (1.58, -1.87, -0.49)
C (2.79, -1.64, -1.34)
C (0.35, -2.24, -1.06)
C (-0.78, -2.49, -0.28)
H (-2.60, -2.96, 4.00)
H (-1.33, -1.76, 3.84)
H (-0.94, -3.49, 3.72)
H (-2.69, -1.90, 1.77)
H (-1.85, -4.82, 1.48)
H (-3.05, -3.95, 0.52)
H (-3.37, -4.32, 2.20)
H (0.58, -1.91, 2.77)
H (2.55, -1.48, 1.39)
H (2.82, -0.60, -1.67)
H (2.77, -2.28, -2.22)
H (3.70, -1.85, -0.78)
H (0.27, -2.33, -2.14)
H (-1.71, -2.77, -0.76)
C (0.09, -0.95, -5.36)
C (-0.31, 0.51, -5.26)
C (-0.46, 0.98, -3.85)
N (-0.37, 0.22, -2.82)
N (-0.59, 0.92, -1.64)
C (-0.84, 2.21, -1.81)
N (-1.10, 3.06, -0.82)
S (-0.82, 2.65, -3.47)
H (0.17, -1.25, -6.40)
H (-0.65, -1.59, -4.88)
H (1.06, -1.13, -4.89)
H (-1.25, 0.69, -5.78)
H (0.43, 1.15, -5.75)
H (-1.32, 2.69, 0.10)
H (-1.45, 3.98, -1.03)
O (0.77, 1.22, 1.77)
C (1.71, 1.56, 1.01)
O (1.86, 1.07, -0.13)
C (2.69, 2.60, 1.51)
C (2.62, 2.99, 2.90)
C (3.46, 3.92, 3.46)
C (4.39, 4.46, 2.58)
O (5.31, 5.37, 2.82)
C (6.04, 5.61, 1.60)
O (5.42, 4.76, 0.61)
C (4.46, 4.08, 1.20)
C (3.60, 3.13, 0.64)
H (1.86, 2.51, 3.51)
H (3.41, 4.21, 4.50)
H (7.07, 5.30, 1.74)
H (5.93, 6.65, 1.31)
H (3.66, 2.83, -0.39)
B (-4.13, 2.02, 1.49)
C (-2.92, 1.17, 1.08)
N (-1.98, 0.58, 0.71)
H (-4.17, 2.04, 2.70)
H (-3.91, 3.10, 0.98)
H (-5.09, 1.47, 1.00)

Results
* HOMO-LUMO gap (alpha / beta): 7.89 / 5.01 eV
* ΔE to the lowest compared entry with this formula, charge and spin: 0.00 kJ/mol
* E_LUMO (alpha / beta): -5.9537 / -9.1602 eV
* max |F|: 1.12 eV/A
* total charge: +2
* multiplicity: 5

Entry 5:
This record from the OMol25 dataset describes a molecular structure, C23H29F10N8O2Sn. The level of theory is ωB97M-V/def2-TZVPD.

Positions of all 73 atoms, in Å:
Sn (0.16, 0.13, -0.18)
N (0.12, -3.61, -2.07)
C (1.56, -3.48, -2.29)
C (2.32, -3.83, -1.02)
N (2.48, -2.71, -0.10)
C (2.17, -3.04, 1.28)
C (0.70, -3.18, 1.61)
N (0.05, -1.88, 1.75)
C (3.81, -2.13, -0.20)
C (4.17, -1.56, -1.57)
N (3.24, -0.51, -1.98)
H (-0.16, -4.58, -2.06)
H (-0.40, -3.16, -2.82)
H (1.77, -2.44, -2.53)
H (1.92, -4.11, -3.12)
H (3.31, -4.23, -1.29)
H (1.80, -4.65, -0.51)
H (2.58, -2.25, 1.92)
H (2.69, -3.97, 1.58)
H (0.65, -3.76, 2.55)
H (0.18, -3.77, 0.85)
H (0.60, -1.27, 2.36)
H (-0.86, -1.98, 2.19)
H (4.58, -2.88, 0.06)
H (3.87, -1.32, 0.53)
H (4.15, -2.35, -2.33)
H (5.21, -1.23, -1.49)
H (3.46, -0.16, -2.90)
H (3.26, 0.27, -1.33)
C (-2.86, -2.10, -0.14)
N (-2.59, -0.68, -0.29)
C (-3.14, -0.17, -1.55)
C (-2.03, 0.12, -2.56)
N (-1.06, 1.08, -2.10)
C (-1.26, 2.40, -2.19)
C (-2.40, 3.12, -2.62)
F (-3.52, 2.46, -3.02)
C (-2.47, 4.50, -2.64)
F (-3.61, 5.09, -3.05)
C (-1.41, 5.28, -2.25)
F (-1.48, 6.63, -2.27)
C (-0.25, 4.63, -1.84)
F (0.82, 5.36, -1.48)
C (-0.19, 3.26, -1.82)
F (0.97, 2.68, -1.46)
C (-3.06, 0.07, 0.88)
C (-2.46, 1.47, 0.89)
N (-1.03, 1.48, 1.12)
C (-0.61, 2.04, 2.31)
C (0.53, 2.87, 2.36)
F (1.19, 3.13, 1.23)
C (0.99, 3.45, 3.52)
F (2.07, 4.24, 3.49)
C (0.32, 3.26, 4.72)
F (0.76, 3.83, 5.85)
C (-0.80, 2.47, 4.72)
F (-1.45, 2.23, 5.87)
C (-1.24, 1.87, 3.55)
F (-2.28, 1.01, 3.66)
H (-3.92, -2.29, 0.07)
H (-2.26, -2.52, 0.66)
H (-2.59, -2.63, -1.06)
H (-3.72, 0.74, -1.37)
H (-3.84, -0.90, -1.98)
H (-2.49, 0.39, -3.52)
H (-1.50, -0.82, -2.72)
H (-2.73, -0.46, 1.77)
H (-4.16, 0.11, 0.90)
H (-3.00, 2.08, 1.61)
H (-2.65, 1.93, -0.09)
O (1.79, 0.03, 2.88)
N (2.73, 0.40, 2.16)
O (2.47, 0.49, 0.93)

Results
* HOMO-LUMO gap: 6.86 eV
* ΔE to the lowest compared entry with this formula, charge and spin: 38.31 kJ/mol
* E_LUMO: 2.5849 eV
* max |F|: 0.49 eV/A
* total charge: -1
* multiplicity: 1

Entry 6:
This record from the OMol25 dataset describes a molecular structure, C23H29F2OSi in a non-equilibrium geometry. The level of theory is ωB97M-V/def2-TZVPD.

Positions of all 56 atoms, in Å:
C (-0.37, 4.54, -1.58)
Si (-1.45, 3.25, -0.76)
C (-2.15, 3.74, 0.89)
C (-2.83, 2.64, -1.87)
O (-0.44, 1.97, -0.33)
C (0.36, 1.00, -0.64)
C (0.84, 0.15, 0.45)
C (2.36, 0.38, 0.72)
C (2.92, 1.64, 0.02)
C (3.20, 1.48, -1.48)
C (1.99, 1.62, -2.42)
C (0.78, 0.74, -2.03)
H (-1.01, 5.41, -1.82)
H (0.43, 4.89, -0.92)
H (0.08, 4.19, -2.51)
H (-3.08, 4.33, 0.75)
H (-2.40, 2.85, 1.50)
H (-1.44, 4.35, 1.46)
H (-3.73, 3.25, -1.72)
H (-2.55, 2.70, -2.93)
H (-3.09, 1.60, -1.63)
H (0.30, 0.35, 1.38)
H (2.49, 0.47, 1.80)
H (2.92, -0.53, 0.42)
H (2.25, 2.49, 0.19)
H (3.89, 1.88, 0.49)
H (3.90, 2.28, -1.76)
H (3.73, 0.51, -1.65)
H (1.64, 2.67, -2.46)
H (2.31, 1.35, -3.44)
H (1.05, -0.32, -2.09)
H (-0.04, 0.93, -2.74)
F (-1.47, -6.21, -0.36)
C (-1.37, -4.90, -0.74)
C (-1.78, -4.57, -2.03)
C (-1.67, -3.23, -2.41)
C (-1.14, -2.27, -1.55)
C (-0.70, -2.60, -0.24)
C (0.00, -1.68, 0.60)
C (0.05, -1.93, 2.01)
C (1.30, -2.02, 2.69)
C (1.34, -2.31, 4.06)
C (0.16, -2.40, 4.81)
C (-1.06, -2.29, 4.13)
F (-2.22, -2.33, 4.87)
C (-1.15, -2.13, 2.76)
C (-0.88, -3.97, 0.16)
H (-2.19, -5.33, -2.69)
H (-1.97, -2.94, -3.41)
H (-1.05, -1.23, -1.88)
H (0.90, -1.12, 0.01)
H (2.23, -1.90, 2.12)
H (2.30, -2.45, 4.54)
H (0.19, -2.58, 5.88)
H (-2.13, -2.11, 2.25)
H (-0.57, -4.30, 1.15)

Results
* HOMO-LUMO gap: 5.42 eV
* ΔE to the lowest compared entry with this formula, charge and spin: 365.06 kJ/mol
* E_LUMO: -4.9256 eV
* max |F|: 4.11 eV/A
* total charge: +1
* multiplicity: 1

Entry 7:
This record from the OMol25 dataset describes a single C23H29FN2O6S molecule in a non-equilibrium geometry. The level of theory is ωB97M-V/def2-TZVPD.

Positions of all 62 atoms, in Å:
C (-1.04, -3.80, 0.20)
C (0.21, -4.09, -0.62)
O (0.87, -2.92, -1.05)
C (1.71, -2.26, -0.22)
C (2.03, -2.62, 1.08)
C (2.96, -1.89, 1.81)
C (3.60, -0.80, 1.25)
C (4.54, 0.07, 2.04)
C (3.75, 1.12, 2.86)
N (2.50, 1.46, 2.22)
C (2.47, 2.19, 1.08)
O (3.39, 2.90, 0.72)
C (1.21, 2.08, 0.27)
C (1.06, 2.98, -0.79)
C (-0.03, 2.91, -1.64)
C (-0.98, 1.93, -1.42)
F (-2.06, 1.87, -2.22)
C (-0.85, 1.03, -0.38)
S (-2.13, -0.18, -0.03)
O (-1.77, -0.80, 1.22)
O (-2.37, -1.01, -1.17)
N (-3.43, 0.85, 0.19)
C (-3.81, 1.10, 1.57)
C (-4.73, -0.01, 2.08)
O (-5.86, -0.16, 1.24)
C (-5.47, -0.46, -0.09)
C (-4.58, 0.63, -0.67)
C (0.24, 1.10, 0.46)
C (3.29, -0.44, -0.06)
C (2.35, -1.13, -0.80)
O (1.93, -0.82, -2.05)
C (2.59, 0.20, -2.78)
C (3.94, -0.27, -3.33)
H (-1.55, -4.73, 0.45)
H (-0.80, -3.28, 1.12)
H (-1.71, -3.17, -0.37)
H (-0.07, -4.60, -1.54)
H (0.90, -4.74, -0.07)
H (1.56, -3.47, 1.54)
H (3.18, -2.18, 2.82)
H (5.15, -0.53, 2.72)
H (5.20, 0.59, 1.35)
H (3.51, 0.73, 3.85)
H (4.34, 2.03, 2.97)
H (1.75, 0.81, 2.38)
H (1.83, 3.72, -0.94)
H (-0.14, 3.59, -2.47)
H (-4.32, 2.06, 1.61)
H (-2.90, 1.13, 2.17)
H (-4.16, -0.95, 2.12)
H (-5.12, 0.22, 3.07)
H (-4.92, -1.42, -0.11)
H (-6.40, -0.56, -0.65)
H (-5.13, 1.58, -0.74)
H (-4.21, 0.35, -1.65)
H (0.29, 0.35, 1.23)
H (3.80, 0.41, -0.49)
H (2.71, 1.10, -2.17)
H (1.91, 0.42, -3.60)
H (4.38, 0.53, -3.93)
H (4.62, -0.52, -2.53)
H (3.80, -1.15, -3.95)

Results
* HOMO-LUMO gap: 8.21 eV
* ΔE to the lowest compared entry with this formula, charge and spin: 13.97 kJ/mol
* E_LUMO: 0.3429 eV
* max |F|: 1.02 eV/A
* total charge: 0
* SMILES: CCOc1ccc(CCNC(=O)c2ccc(F)c(S(=O)(=O)N3CCOCC3)c2)cc1OCC
* multiplicity: 1